Computed, not measured: a structure of composition H6O3Rb at a distorted geometry, with ωB97M-V/def2-TZVPD.

E_LUMO: -3.9 eV
total charge: +1
electronic energy: -6886.758 eV
HOMO energy: -15.40 eV
multiplicity: 1
orbital gap: 0.421 hartree

The geometry in XYZ format:
```
10
Properties=species:S:1:pos:R:3:mulliken_charge:R:1
Rb -2.5484 -7.1740 -15.0920 0.89
O -2.6289 -5.3796 -16.3790 -0.60
H -3.3714 -5.5016 -16.9706 0.36
H -2.4882 -4.4330 -16.3624 0.30
O -3.8192 -8.2066 -13.6905 -0.71
H -3.1802 -8.8654 -13.4189 0.37
H -4.5538 -8.7132 -14.0368 0.37
O -0.9706 -7.3875 -16.6927 -0.64
H -1.7555 -7.8510 -16.9847 0.33
H -0.7385 -6.8213 -17.4287 0.34
```